Record 1
21
Properties=species:S:1:pos:R:3:forces:R:3 method="wB97M-V/def2-TZVPD" s2=0.759 homo_energy_ev="-12.734 / -12.719" gap_ev="8.48 / 4.50" de_lowest_ev=0.834 lumo_ev="-4.257 / -8.216" spin_multiplicity=2 charge=+1
C 0.0568 -0.8044 2.2508 -1.2 1.7 -1.6
C -0.3944 -0.3662 3.6439 1.1 -1.0 -0.6
O -1.1165 -0.8451 1.4047 -0.7 -0.3 0.0
H 0.6044 0.0591 1.8257 0.7 -0.6 0.3
H 0.5865 -1.7452 2.1165 0.3 0.1 0.6
H -0.6656 -1.2635 4.1957 -0.2 0.3 0.4
H -0.9244 -1.0783 0.4826 0.4 -0.1 0.6
H -1.1970 0.3600 3.5779 -0.2 -0.1 -0.1
H 0.4808 0.1176 4.0768 -0.1 -0.1 0.5
C -0.2243 1.6515 -0.5213 -1.0 -0.2 -0.8
C 0.1624 -1.2298 -2.5553 0.9 1.0 -0.1
C 0.2126 0.6744 -1.5381 -1.1 -1.1 1.2
C 0.6396 0.9022 -2.8644 1.3 0.4 -1.5
N -0.0293 -0.6961 -1.4016 -0.3 1.1 0.2
N 0.6093 -0.2406 -3.5146 -0.2 -2.6 1.2
H 0.1369 -2.2871 -2.7676 -0.2 0.0 -0.3
H 1.2187 -0.6497 -4.2136 -0.2 1.0 -0.8
H 1.0677 1.7666 -3.3438 -0.2 0.3 0.2
H -0.5446 2.5549 -1.0432 0.3 0.2 0.1
H 0.4576 1.9117 0.2858 0.2 -0.2 0.0
H -1.1371 1.2082 -0.0968 0.3 0.0 0.4

Record 2
22
Properties=species:S:1:pos:R:3:forces:R:3 method="wB97M-V/def2-TZVPD" homo_energy_ev=-9.356 gap_ev=10.03 de_lowest_ev=1.993 lumo_ev=0.676
C -0.7828 0.1352 -0.1765 1.2 0.1 1.3
C 2.2871 0.4448 -0.9105 -0.1 0.0 -0.3
C -0.8034 1.6664 -0.2245 0.0 0.5 0.0
C -2.2001 -0.4006 0.0612 0.1 -0.4 0.3
C -0.1619 -0.4425 -1.4015 1.6 -2.4 0.1
C 0.3201 -0.4097 0.9731 -2.7 1.5 1.6
N 0.2949 -1.7580 1.2540 -0.1 -0.7 -0.9
O 1.2667 -0.5262 -1.1779 -1.0 -0.2 -1.7
N 0.8046 0.4276 1.8215 -0.8 0.0 -0.9
O -0.6613 -1.2054 -2.1979 0.9 1.7 0.8
H -0.0768 -2.3584 0.5240 0.2 0.1 0.1
H 1.1656 -2.1206 1.6275 -0.3 0.1 0.0
H 0.9659 -0.0368 2.7164 0.7 -0.1 -0.3
H 1.9262 1.4303 -0.6212 -0.1 -0.2 0.1
H 2.9000 0.0307 -0.1070 -0.1 0.1 0.0
H 2.9083 0.5269 -1.8063 -0.1 0.1 0.0
H -1.7646 2.0312 -0.6048 0.2 -0.2 -0.1
H -0.6663 2.1230 0.7591 0.1 -0.3 0.0
H -0.0246 2.0636 -0.8793 -0.1 0.0 0.1
H -2.5851 -0.0260 1.0161 0.1 0.0 -0.2
H -2.2296 -1.4941 0.0971 0.1 0.1 0.0
H -2.8829 -0.1015 -0.7428 0.3 0.1 0.1

Record 3
22
Properties=species:S:1:pos:R:3:forces:R:3 method="wB97M-V/def2-TZVPD" homo_energy_ev=-8.868 gap_ev=9.69 smiles="CN(CC1(N)CC1)C(=O)O" de_lowest_ev=1.425 lumo_ev=0.826
C 1.8841 -1.6351 0.4015 0.6 0.3 0.4
N 0.9905 -0.7679 -0.3382 -0.7 -1.3 0.3
C -0.4174 -1.1270 -0.3745 0.0 -0.3 -0.7
C -1.3108 -0.0722 0.2560 -0.2 0.4 0.0
C -2.4405 0.4619 -0.5899 -0.1 0.4 -0.1
C -2.7268 -0.4217 0.6009 -0.1 -0.2 0.0
N -0.5882 0.7927 1.1557 -0.4 0.3 0.2
C 1.4540 0.4229 -0.7765 1.5 0.9 0.7
O 2.2071 1.1591 -0.1499 -0.4 -0.7 -0.8
H 2.4110 -1.0585 1.1677 0.0 -0.2 0.0
H 1.3393 -2.4598 0.8855 0.1 0.5 -0.3
H 2.6208 -2.0622 -0.2914 0.0 0.0 0.2
H -0.7145 -1.2835 -1.4169 -0.2 -0.1 0.1
H -0.5477 -2.0829 0.1539 0.3 0.3 -0.2
H -2.6621 1.5258 -0.4971 0.0 -0.3 0.0
H -2.5908 0.0461 -1.5881 0.1 0.1 0.3
H -3.0693 -1.4405 0.4143 0.1 0.3 0.0
H -3.1569 0.0418 1.4910 0.1 -0.2 -0.3
H -1.1621 1.0836 1.9404 0.1 -0.1 -0.2
O 1.0943 0.7056 -2.0441 -0.8 0.0 -0.2
H -0.2665 1.6319 0.6794 0.1 -0.2 0.2
H 1.4476 1.5774 -2.2558 0.0 0.1 0.1